(1)
Below is a molecular structure, C40H53BN10NdO7S2SbSi3, with properties calculated with wB97M-V/def2-TZVPD.

## Properties
<S²>: 3.7525
Energy: -139370.909 eV
HOMO energy (spin up / spin down): 0.060 / 0.060 eV
Multiplicity: 4
HOMO-LUMO gap (spin up / spin down): 0.1099 / 0.1099 hartree
LUMO (spin up / spin down): 3.05 / 3.05 eV
Total charge: -2

XYZ file:
```
118
Properties=species:S:1:pos:R:3:lowdin_spin:R:1
Nd -2.0549 -0.0608 1.0587 3.02
C -5.1509 0.4908 4.7281 0.00
C -4.5327 0.9365 3.5242 0.00
N -3.2184 0.5904 3.5235 0.00
N -2.9736 -0.0618 4.7226 0.00
C -4.1152 -0.0915 5.4523 0.00
B -1.6913 -0.8476 4.9431 0.00
N -0.5037 -0.0974 4.3101 0.00
C 0.4098 0.7039 4.8947 0.00
C 1.2839 1.2602 3.9558 0.00
C 0.7553 0.8265 2.7068 0.00
N -0.3460 0.0901 2.8859 0.00
N -1.8337 -2.1798 4.2194 0.00
C -1.2821 -3.4018 4.3665 0.00
C -1.7200 -4.2178 3.2866 0.00
C -2.5311 -3.3646 2.4851 0.00
N -2.5822 -2.1439 3.0320 0.00
H -6.1709 0.5392 5.0224 0.00
H -4.9981 1.4631 2.6793 0.00
H -4.1084 -0.5398 6.4504 0.00
H -1.4795 -0.9463 6.1329 0.00
H 0.3848 0.8512 5.9776 0.00
H 2.1229 1.9402 4.1311 0.00
H 1.1071 1.0200 1.6908 0.00
H -0.6685 -3.6369 5.1846 0.00
H -1.4162 -5.2254 3.0231 0.00
H -3.1021 -3.5443 1.5607 0.00
O -1.2872 0.7507 -0.9835 -0.01
N -1.4130 0.8825 -2.3174 0.00
C -1.4240 2.1542 -2.8719 0.00
C -1.3892 2.3519 -4.2417 0.00
C -1.3452 1.2324 -5.0815 0.00
C -1.6136 -0.0302 -4.5565 0.00
C -1.6228 -0.2457 -3.1341 0.00
S -1.8925 -1.7872 -2.6540 0.00
H -1.4357 2.9399 -2.1380 0.00
H -1.3924 3.3697 -4.6092 0.00
H -1.0609 1.3669 -6.1088 0.00
H -1.7618 -0.9093 -5.1694 0.00
O 1.2434 -1.2433 -0.5054 0.00
C 0.4130 -2.1171 -0.1583 0.00
O -0.7303 -1.9080 0.3915 -0.01
C 0.7562 -3.5874 -0.3707 0.00
C 2.0094 -4.0249 0.0031 0.00
C 2.3776 -5.3742 -0.2311 0.00
C 1.4517 -6.2314 -0.8410 0.00
C 0.2246 -5.7829 -1.2817 0.00
C -0.1851 -4.4456 -1.0840 0.00
S -1.8349 -4.2339 -1.4603 0.00
H 2.7734 -3.3634 0.4080 0.00
H 3.3918 -5.7216 0.0373 0.00
H 1.6431 -7.2653 -1.0633 0.00
H -0.3481 -6.4630 -1.8652 0.00
O -4.0645 -1.2854 0.3914 0.00
C -4.5989 -0.2967 -0.1583 0.00
O -4.1104 0.8750 0.0239 0.00
C -5.7529 -0.4801 -1.0728 0.00
C -6.2825 0.5950 -1.8155 0.00
C -7.5170 0.4814 -2.3613 0.00
C -8.0900 -0.7809 -2.5130 0.00
C -7.4719 -1.8714 -1.9628 0.00
C -6.3378 -1.7016 -1.1616 0.00
N -7.8833 -3.2043 -2.1228 0.00
O -8.9781 -3.4477 -2.6985 0.00
O -7.1527 -4.1228 -1.6834 0.00
H -5.8315 1.5570 -1.8229 0.00
H -8.0144 1.4184 -2.6458 0.00
H -8.9838 -0.9047 -3.1259 0.00
H -5.9466 -2.5520 -0.6015 0.00
N -2.4088 4.6817 1.8030 0.00
C -1.4062 4.7255 0.8110 0.00
C -1.1875 3.3904 0.4807 0.00
N -1.9787 2.5662 1.2432 0.00
C -2.6662 3.3659 2.0687 0.00
H -2.9053 5.5069 2.1238 0.00
H -0.9344 5.6431 0.4361 0.00
H -0.5331 2.9010 -0.2123 0.00
H -3.4582 2.9493 2.7426 0.00
C 2.8182 3.7761 0.8520 0.00
Si 3.7702 3.1951 -0.7355 0.00
C 5.6252 3.3745 -0.8255 0.00
C 2.8751 4.1371 -2.1087 0.00
Sb 3.4749 0.6020 -0.8364 0.00
Si 5.4085 0.1204 1.1166 0.00
C 6.7757 -0.8709 0.3523 0.00
C 6.1848 1.5362 2.1027 0.00
C 4.2455 -0.9447 2.2365 0.00
Si 3.9776 0.1268 -3.2956 0.00
C 3.1625 -1.5824 -3.6159 0.00
C 3.0247 1.3844 -4.4041 0.00
C 5.8509 0.3153 -3.5847 0.00
H 2.9807 4.8505 0.9773 0.00
H 3.1026 3.2220 1.7818 0.00
H 1.7436 3.7378 0.7139 0.00
H 5.9230 4.0531 -0.0365 0.00
H 5.8458 3.7615 -1.8439 0.00
H 6.2269 2.4513 -0.7156 0.00
H 2.1206 4.7943 -1.5936 0.00
H 2.3567 3.4381 -2.7975 0.00
H 3.5155 4.7650 -2.7458 0.00
H 7.5778 -0.2176 -0.0634 0.00
H 6.3518 -1.4172 -0.5015 0.00
H 7.1507 -1.5668 1.0777 0.00
H 7.1063 1.9613 1.6251 0.00
H 6.4556 1.2282 3.1179 0.00
H 5.5136 2.3926 2.1850 0.00
H 4.8218 -1.1645 3.1641 0.00
H 3.9374 -1.8821 1.7089 0.00
H 3.3094 -0.4776 2.5133 0.00
H 2.0960 -1.5338 -3.8572 0.00
H 3.2895 -2.2796 -2.7602 0.00
H 3.6305 -1.9998 -4.5420 0.00
H 1.9261 1.4018 -4.1770 0.00
H 3.1409 1.1508 -5.4791 0.00
H 3.4110 2.3692 -4.2139 0.00
H 6.5265 0.0204 -2.7385 0.00
H 5.9479 1.3557 -3.8079 0.00
H 6.1605 -0.2601 -4.4724 0.00
```

=====

(2)
Below is a molecular structure, C40H53BN12OPRuS, with properties calculated with wB97M-V/def2-TZVPD.

## Properties
<S²>: 0.7802
Energy: -85640.530 eV
HOMO energy (spin up / spin down): -12.815 / -12.799 eV
Multiplicity: 2
HOMO-LUMO gap (spin up / spin down): 0.2713 / 0.1417 hartree
LUMO (spin up / spin down): -5.43 / -8.94 eV
Total charge: +2

XYZ file:
```
110
Properties=species:S:1:pos:R:3:lowdin_spin:R:1
Ru -0.0248 0.1490 -0.0625 0.00
C 3.1315 -4.0205 2.0538 0.00
C 2.4631 -2.7008 2.0496 0.00
C 2.6504 -1.6656 2.9522 0.00
C 1.7574 -0.6622 2.5640 0.00
N 1.0740 -1.0988 1.4936 0.00
N 1.5141 -2.3117 1.1694 0.01
B 0.9658 -3.0809 -0.0489 0.01
N -0.5658 -3.0444 0.0070 0.20
N -1.2826 -1.9194 -0.0706 0.11
C -2.5828 -2.2737 -0.1501 0.12
C -2.6684 -3.6750 -0.1158 0.07
C -1.3748 -4.1309 -0.0083 0.01
C -0.9105 -5.5342 0.0939 0.00
C -3.7051 -1.3689 -0.2185 0.10
C -3.5606 0.0008 0.0067 0.08
C -4.6714 0.8193 0.0449 0.01
C -5.9403 0.2956 -0.1764 0.15
C -6.0878 -1.0545 -0.4575 0.01
C -4.9858 -1.8804 -0.4681 0.09
N 1.3563 -2.3844 -1.3715 0.01
N 0.9540 -1.1544 -1.6700 0.00
C 1.4781 -0.8013 -2.8564 0.00
C 2.2134 -1.8883 -3.3443 0.00
C 2.1142 -2.8760 -2.3787 0.00
C 2.6853 -4.2424 -2.4219 0.00
C 1.3330 0.5337 -3.4063 0.00
C 2.0561 0.9324 -4.5350 0.00
C 1.9681 2.2281 -5.0052 0.00
C 1.1527 3.1499 -4.3687 0.00
C 0.4316 2.7704 -3.2458 0.00
C 0.5190 1.4771 -2.7747 0.00
C 1.5704 0.6655 3.1221 0.00
C 2.4165 1.1504 4.1225 0.00
C 2.2639 2.4351 4.6089 0.00
C 1.3015 3.2766 4.0731 0.00
C 0.4608 2.8130 3.0711 0.00
C 0.5731 1.5088 2.6240 0.00
H 3.8296 -4.0695 2.8844 0.00
H 3.6737 -4.2004 1.1288 0.00
H 2.3982 -4.8152 2.1731 0.00
H 3.3415 -1.6448 3.7683 0.00
H 1.3596 -4.1858 -0.0328 0.00
H -3.5478 -4.2790 -0.1519 0.00
H -1.7713 -6.1974 0.1295 0.00
H -0.3205 -5.6707 0.9983 0.00
H -0.2957 -5.8098 -0.7619 0.00
H -2.5463 0.3909 0.1579 0.00
H -4.5567 1.8714 0.2510 0.00
H -6.8108 0.9335 -0.1259 0.01
H -7.0632 -1.4709 -0.6516 0.00
H -5.1117 -2.9287 -0.6774 0.00
H 2.7310 -1.9628 -4.2780 0.00
H 3.2799 -4.3643 -3.3229 0.00
H 1.8937 -4.9898 -2.4288 0.00
H 3.3170 -4.4363 -1.5591 0.00
H 2.7037 0.2284 -5.0304 0.00
H 2.5484 2.5311 -5.8620 0.00
H 1.0819 4.1599 -4.7403 0.00
H -0.1932 3.4858 -2.7331 0.00
H -0.0844 1.1621 -1.8918 0.00
H 3.1863 0.5111 4.5226 0.00
H 2.8997 2.7868 5.4053 0.00
H 1.1966 4.2866 4.4352 0.00
H -0.2903 3.4652 2.6497 0.00
H -0.1601 1.0972 1.9012 0.00
C 5.6146 -1.3449 -2.1972 0.00
C 5.1687 -1.3890 -0.7337 0.00
C 4.3068 -0.2413 -0.3667 0.00
N 3.0281 -0.2488 -0.3856 0.00
N 2.4359 0.8913 -0.0026 0.00
C 3.2973 1.8101 0.3561 0.00
N 2.9804 3.0299 0.8178 0.00
S 4.9614 1.3024 0.1660 0.00
H 6.2357 -2.2108 -2.4075 0.00
H 6.1927 -0.4484 -2.4009 0.00
H 4.7568 -1.3677 -2.8632 0.00
H 6.0512 -1.3974 -0.0927 0.00
H 4.5990 -2.3018 -0.5638 0.00
H 2.0614 3.1477 1.2199 0.00
H 3.7208 3.6006 1.1917 0.00
C -3.2366 2.8251 -2.2384 0.00
N -3.3515 3.5936 -1.0203 0.00
C -4.4728 4.5056 -1.0077 0.00
P -2.0549 3.6672 0.0362 0.00
O -1.2682 2.4099 0.0194 0.00
N -1.1054 4.9641 -0.4122 0.00
C -1.5792 6.1614 -1.0657 0.00
C 0.3224 4.8988 -0.2160 0.00
N -2.6246 3.9729 1.5772 0.00
C -2.9827 5.2796 2.0828 0.00
C -3.1111 2.8730 2.3848 0.00
H -2.9948 3.4610 -3.0959 0.00
H -4.1818 2.3140 -2.4371 0.00
H -2.4580 2.0763 -2.1141 0.00
H -4.4349 5.1992 -1.8559 0.00
H -4.5037 5.0744 -0.0816 0.00
H -5.4047 3.9406 -1.0982 0.00
H -2.6614 6.2095 -1.0497 0.00
H -1.2505 6.1957 -2.1084 0.00
H -1.1844 7.0474 -0.5649 0.00
H 0.6004 3.8588 -0.0571 0.00
H 0.6359 5.4993 0.6429 0.00
H 0.8478 5.2693 -1.0982 0.00
H -2.6278 6.0536 1.4093 0.00
H -2.5256 5.4416 3.0631 0.00
H -4.0649 5.3811 2.2081 0.00
H -2.7041 1.9382 2.0070 0.00
H -4.2028 2.8172 2.3789 0.00
H -2.7921 3.0034 3.4199 0.00
```

=====

(3)
Below is a molecular structure, C40H53BN8ReSSe2, with properties calculated with wB97M-V/def2-TZVPD.

## Properties
<S²>: 0.7769
Energy: -198585.188 eV
HOMO energy (spin up / spin down): -12.620 / -13.001 eV
Multiplicity: 2
HOMO-LUMO gap (spin up / spin down): 0.2152 / 0.2289 hartree
LUMO (spin up / spin down): -6.76 / -6.77 eV
Total charge: +2

XYZ file:
```
106
Properties=species:S:1:pos:R:3:lowdin_spin:R:1
Re 0.8994 0.5580 0.6236 0.00
C -3.9404 -1.6653 1.9549 0.00
C -2.4741 -1.7438 1.7008 0.00
C -1.6232 -2.8187 1.8199 0.00
C -0.3485 -2.3805 1.4475 0.00
N -0.4390 -1.0672 1.1029 0.00
N -1.7409 -0.7070 1.2730 0.00
B -2.1670 0.6908 0.8554 0.00
N -1.4748 1.7723 1.7310 0.00
N -0.1165 2.0110 1.6386 0.00
C 0.1324 3.1484 2.3655 0.00
C -1.0504 3.5644 2.9395 0.00
C -2.0439 2.6830 2.5119 0.00
C -3.4984 2.7141 2.8279 0.00
C 1.4516 3.8884 2.4493 0.00
C 2.5575 3.0432 3.0882 0.00
C 1.2697 5.1465 3.3048 0.00
C 1.8623 4.3224 1.0367 0.00
N -1.7463 0.9239 -0.6022 0.00
N -0.4553 1.2773 -0.9163 0.00
C -0.4913 1.7219 -2.2017 0.00
C -1.7872 1.5677 -2.6921 0.00
C -2.5525 1.0745 -1.6558 0.00
C -4.0090 0.7630 -1.6305 0.00
C 0.5320 2.5324 -2.9871 0.00
C 1.9935 2.2864 -2.6525 0.00
C 0.2079 4.0080 -2.6852 0.00
C 0.3575 2.2762 -4.4902 0.00
C 0.8561 -3.3160 1.5299 0.00
C 0.4224 -4.7089 1.0423 0.00
C 1.2954 -3.4650 2.9967 0.00
C 2.0563 -2.9013 0.6926 0.00
H -4.2940 -2.6212 2.3336 0.00
H -4.1801 -0.8964 2.6891 0.00
H -4.4885 -1.4368 1.0406 0.00
H -1.8976 -3.8112 2.1299 0.00
H -3.3450 0.8058 0.9687 0.00
H -1.2011 4.4152 3.5793 0.00
H -3.6945 3.4805 3.5736 0.00
H -4.0831 2.9434 1.9367 0.00
H -3.8420 1.7554 3.2140 0.00
H 2.2243 2.5829 4.0212 0.00
H 2.8984 2.2637 2.4133 0.00
H 3.4129 3.6813 3.3140 0.00
H 1.0204 4.8992 4.3379 0.00
H 2.2047 5.7065 3.3137 0.00
H 0.4964 5.8013 2.9028 0.00
H 1.8894 3.4749 0.3519 0.00
H 1.1602 5.0556 0.6369 0.00
H 2.8536 4.7791 1.0594 0.00
H -2.1472 1.8278 -3.6709 0.00
H -4.4195 0.8650 -2.6323 0.00
H -4.1874 -0.2554 -1.2845 0.00
H -4.5487 1.4424 -0.9705 0.00
H 2.1718 2.4233 -1.5874 0.00
H 2.3151 1.2959 -2.9737 0.00
H 2.6080 3.0163 -3.1806 0.00
H 0.3161 4.2209 -1.6202 0.00
H 0.8888 4.6578 -3.2377 0.00
H -0.8128 4.2516 -2.9792 0.00
H 0.4585 1.2149 -4.7269 0.00
H -0.6051 2.6228 -4.8613 0.00
H 1.1270 2.8211 -5.0382 0.00
H -0.2972 -5.1693 1.7184 0.00
H -0.0118 -4.6688 0.0440 0.00
H 1.2973 -5.3602 1.0117 0.00
H 0.4401 -3.6331 3.6517 0.00
H 1.9606 -4.3259 3.0835 0.00
H 1.8406 -2.5944 3.3540 0.00
H 1.8402 -2.9658 -0.3728 0.00
H 2.4047 -1.8967 0.9351 0.00
H 2.8877 -3.5758 0.9052 0.00
Se 3.6939 1.1464 -0.0785 0.00
Se 4.6033 -0.0979 1.6450 0.00
C 3.1521 -0.1073 2.8890 0.00
C 3.5598 -0.2703 4.2069 0.00
C 2.6184 -0.2638 5.2170 0.00
C 1.2847 -0.1030 4.8734 0.00
C 0.9534 0.0167 3.5446 0.00
N 1.8631 0.0266 2.5372 0.00
C 3.0396 -0.2706 -1.2063 0.00
C 3.7548 -0.9460 -2.1664 0.00
C 3.0372 -1.7411 -3.0585 0.00
C 1.6523 -1.7975 -2.9751 0.01
C 1.0139 -1.1139 -1.9562 0.01
N 1.7158 -0.4013 -1.0658 0.00
H 4.6141 -0.3629 4.4325 0.00
H 2.9220 -0.3710 6.2497 0.00
H 0.5024 -0.0888 5.6183 0.00
H -0.0821 0.1135 3.2550 0.00
H 4.8255 -0.8224 -2.2476 0.00
H 3.5593 -2.2792 -3.8387 0.00
H 1.0653 -2.3701 -3.6796 0.00
H -0.0603 -1.1274 -1.8254 0.01
S -1.5622 -3.4101 -2.1200 0.58
C -2.0735 -3.9691 -3.6445 0.08
C -2.9117 -3.1755 -4.4619 0.09
C -3.3296 -3.6387 -5.6894 -0.01
C -2.9269 -4.8989 -6.1311 0.13
C -2.1015 -5.6981 -5.3414 -0.01
C -1.6779 -5.2445 -4.1114 0.09
H -3.2192 -2.2039 -4.0980 0.00
H -3.9744 -3.0310 -6.3098 0.00
H -3.2612 -5.2611 -7.0941 0.01
H -1.8005 -6.6758 -5.6922 0.00
H -1.0471 -5.8555 -3.4797 0.00
```

=====

(4)
Below is a molecular structure, C40H53Cl3N2OSiSnTe, with properties calculated with wB97M-V/def2-TZVPD.

## Properties
Energy: -105940.871 eV
HOMO energy: -7.648 eV
HOMO-LUMO gap: 0.2777 hartree
LUMO: -0.09 eV
Total charge: 0
ΔE to the lowest compared entry with this formula, charge and spin: 5.4 kcal/mol

XYZ file:
```
102
Properties=species:S:1:pos:R:3:mulliken_charge:R:1
Sn 0.2459 0.3770 -0.3884 1.60
Cl 2.7775 3.4818 6.5942 -0.24
C 2.1131 2.8968 5.0972 0.36
C 2.9486 2.4015 4.1176 -0.77
C 2.3971 1.9278 2.9388 0.59
Cl 3.4888 1.3101 1.7426 -0.10
C 1.0186 1.8978 2.6614 -2.33
O 0.4410 1.4434 1.5852 0.48
C 0.2330 2.4675 3.6938 1.05
Cl -1.4752 2.6350 3.4283 -0.26
C 0.7466 2.9435 4.8828 -0.88
H 4.0198 2.3722 4.2596 0.47
H 0.0802 3.3533 5.6284 0.47
C -4.0821 0.5978 2.2237 -1.48
C -3.2116 -0.5996 1.8418 2.72
C -4.0849 -1.8558 1.7266 -1.60
C -2.0607 -0.8402 2.8039 0.46
C -2.2980 -0.8702 4.1755 -0.69
C -1.2783 -1.1249 5.0734 -1.56
C 0.0090 -1.3629 4.6169 -0.71
C 0.2945 -1.3506 3.2567 0.76
C 1.6848 -1.6586 2.7375 3.15
C 1.7579 -3.0891 2.1871 -1.63
C 2.7815 -1.4714 3.7825 -2.17
C -0.7573 -1.0896 2.3720 -0.29
N -0.5067 -1.1493 0.9516 1.73
C -1.0114 -2.1845 0.3314 -0.84
C -1.1176 -2.2231 -1.0606 0.28
C -1.6043 -3.2164 -1.9128 -1.91
C -1.5408 -2.6784 -3.1888 -0.95
C -1.0302 -1.3715 -3.0692 -1.05
N -0.7622 -1.0958 -1.7798 1.48
C -0.7559 -0.4434 -4.2266 3.31
C 0.3774 -1.0361 -5.0732 -1.99
C -2.0207 -0.3004 -5.0836 -1.87
C -0.3580 0.9302 -3.7163 -0.04
H -4.8847 0.7080 1.4907 0.39
H -3.5052 1.5232 2.2344 0.19
H -4.5512 0.4698 3.2005 0.39
H -2.7957 -0.3744 0.8558 -1.71
H -4.5405 -2.0837 2.6938 0.38
H -3.5179 -2.7360 1.4205 0.29
H -4.8878 -1.7006 1.0026 0.41
H -3.2956 -0.6721 4.5470 0.34
H -1.4831 -1.1279 6.1368 0.38
H 0.8007 -1.5505 5.3298 0.38
H 1.8883 -0.9667 1.9132 -1.53
H 1.4768 -3.8035 2.9649 0.37
H 2.7758 -3.3240 1.8662 0.43
H 1.0975 -3.2446 1.3334 0.26
H 2.7695 -2.2815 4.5168 0.50
H 2.6837 -0.5273 4.3179 0.46
H 3.7595 -1.4873 3.2986 0.37
H -1.3795 -3.0217 0.9187 0.60
H -1.9562 -4.1929 -1.6167 0.56
H -1.8449 -3.1507 -4.1099 0.60
H 0.1119 -2.0207 -5.4610 0.41
H 1.2917 -1.1450 -4.4828 0.17
H 0.5918 -0.3786 -5.9197 0.46
H -2.3711 -1.2669 -5.4488 0.37
H -1.8120 0.3356 -5.9476 0.48
H -2.8251 0.1631 -4.5080 0.27
H 0.5473 0.8803 -3.1088 -1.75
H -1.1658 1.3617 -3.1286 -0.70
H -0.1519 1.6139 -4.5431 1.20
C -3.9468 3.8173 -5.9726 -1.59
C -3.3431 3.5112 -4.6293 0.76
C -2.1369 4.0752 -4.2389 -0.98
C -1.5470 3.7788 -3.0131 1.30
C -0.2193 4.4114 -2.6924 -1.53
C -2.1954 2.8866 -2.1469 -0.73
Te -1.3588 2.4837 -0.2344 0.26
C -3.4154 2.3023 -2.5229 1.41
C -4.1506 1.3099 -1.6571 -1.73
C -3.9690 2.6315 -3.7560 -0.86
H -3.3970 4.6086 -6.4815 0.38
H -4.9864 4.1336 -5.8747 0.36
H -3.9342 2.9333 -6.6141 0.29
H -1.6300 4.7591 -4.9125 0.30
H 0.1594 4.9567 -3.5564 0.39
H 0.5222 3.6650 -2.4011 0.02
H -0.2976 5.1042 -1.8526 0.36
H -3.4667 0.6219 -1.1611 0.03
H -4.8494 0.7280 -2.2591 0.41
H -4.7226 1.8120 -0.8719 0.37
H -4.9113 2.1761 -4.0465 0.40
C 2.9349 1.4221 -3.7187 -0.83
Si 3.4776 0.3844 -2.2560 0.31
C 4.2864 -1.1677 -2.9317 -1.31
C 4.7927 1.3929 -1.3932 -1.19
C 2.1479 -0.3000 -1.0778 -0.69
H 3.8477 1.7811 -4.2044 0.52
H 2.3505 2.3018 -3.4335 0.18
H 2.3660 0.8640 -4.4629 0.21
H 5.0938 -0.9172 -3.6244 0.36
H 3.5667 -1.7928 -3.4674 0.36
H 4.7120 -1.7697 -2.1244 0.36
H 5.5806 1.6024 -2.1233 0.33
H 5.2546 0.8585 -0.5606 0.31
H 4.4206 2.3488 -1.0239 0.34
H 2.6862 -0.5599 -0.1604 0.25
H 1.8171 -1.2479 -1.5202 0.38
```